Entry 1:
{"formula": "C7H6", "method": "the ωB97M-V functional and the def2-TZVPD basis", "species": ["C", "C", "C", "C", "C", "C", "C", "H", "H", "H", "H", "H", "H"], "coordinates": [[1.80, -0.57, 0.65], [-1.69, 0.32, 0.19], [1.40, -0.07, -0.81], [-1.36, -0.89, -0.68], [0.37, -0.99, 0.49], [-1.08, -0.91, 0.77], [0.07, -0.83, -0.82], [2.48, -1.45, 0.67], [2.18, 0.13, 1.40], [-0.96, 1.16, 0.11], [-2.78, 0.39, 0.38], [1.33, 0.98, -0.84], [-2.13, -1.37, -1.29]], "lumo_ev": [-0.10, 0.17], "gap_ev": [7.41, 8.08], "de_lowest_kcal_mol": 148.2}

Entry 2:
{"formula": "C21H8F6HgN4O2", "method": "the ωB97M-V functional and the def2-TZVPD basis", "species": ["Hg", "C", "C", "O", "C", "C", "C", "C", "C", "C", "O", "H", "H", "H", "H", "H", "H", "H", "F", "C", "C", "F", "C", "C", "C", "F", "C", "C", "C", "N", "C", "N", "F", "C", "C", "N", "C", "N", "F", "C", "F", "H"], "coordinates": [[-2.56, 0.36, 1.54], [1.88, 0.66, 1.47], [0.54, 0.73, 2.18], [-0.43, 0.89, 1.41], [0.47, 0.65, 3.62], [1.69, 0.57, 4.34], [1.73, 0.52, 5.71], [0.51, 0.52, 6.41], [-0.69, 0.58, 5.76], [-0.77, 0.65, 4.33], [-1.92, 0.70, 3.79], [1.69, 0.65, 0.41], [2.43, -0.24, 1.76], [2.49, 1.52, 1.73], [2.62, 0.57, 3.80], [2.68, 0.47, 6.23], [0.52, 0.47, 7.50], [-1.63, 0.58, 6.30], [-0.76, 1.08, -5.64], [-0.25, 0.35, -4.65], [0.85, -0.40, -4.92], [1.33, -0.37, -6.17], [1.52, -1.19, -3.95], [0.91, -1.13, -2.67], [-0.19, -0.38, -2.40], [-0.69, -0.45, -1.16], [-0.84, 0.44, -3.36], [-1.96, 1.24, -3.07], [-2.33, 1.55, -1.73], [-2.61, 1.82, -0.64], [-2.76, 1.88, -4.06], [-3.46, 2.40, -4.81], [1.42, -1.86, -1.67], [2.67, -1.96, -4.23], [3.37, -2.70, -3.24], [4.00, -3.32, -2.50], [3.25, -2.05, -5.53], [3.78, -2.18, -6.54], [-4.13, -1.83, 0.49], [-4.33, -0.73, 1.28], [-5.31, 0.02, 0.68], [-4.73, -1.08, 2.23]], "total_charge": -1, "s_squared": 0.7940, "lumo_ev": [2.11, 0.05], "gap_ev": [7.13, 5.74], "multiplicity": 2, "de_lowest_kcal_mol": 7.9}

Entry 3:
{"formula": "C11H15N", "method": "the ωB97M-V functional and the def2-TZVPD basis", "species": ["C", "C", "C", "N", "C", "C", "C", "C", "C", "C", "H", "H", "H", "H", "H", "H", "H", "H", "H", "C", "C", "H", "H", "H", "H", "H", "H"], "coordinates": [[2.46, 0.16, 3.30], [1.98, -0.12, 1.91], [1.91, -1.34, 1.31], [1.23, -1.24, 0.09], [0.85, 0.06, -0.10], [0.27, 0.72, -1.17], [-0.03, 2.08, -1.02], [0.32, 2.79, 0.13], [0.99, 2.15, 1.18], [1.23, 0.80, 1.05], [3.51, 0.48, 3.13], [2.44, -0.70, 3.95], [2.05, 1.10, 3.68], [2.35, -2.29, 1.56], [1.13, -2.01, -0.54], [-0.07, 0.17, -2.03], [-0.41, 2.59, -1.89], [0.13, 3.85, 0.19], [1.24, 2.73, 2.06], [-2.31, -1.50, -1.63], [-3.54, -1.51, -2.56], [-2.21, -0.50, -1.20], [-2.40, -2.18, -0.79], [-1.48, -1.75, -2.30], [-3.74, -2.55, -2.83], [-3.48, -0.89, -3.45], [-4.41, -1.09, -2.05]], "lumo_ev": 0.91, "gap_ev": 8.66, "smiles": "Cc1c[nH]c2ccccc12.CC", "de_lowest_kcal_mol": 12.4}

Entry 4:
{"formula": "C8H11OPS", "method": "the ωB97M-V functional and the def2-TZVPD basis", "species": ["C", "C", "C", "C", "P", "S", "C", "C", "C", "O", "C", "H", "H", "H", "H", "H", "H", "H", "H", "H", "H", "H"], "coordinates": [[0.74, -1.74, 1.11], [-0.65, -1.21, 0.94], [-0.86, 0.08, -0.31], [-0.98, -0.66, -1.71], [-2.27, 0.90, 0.48], [-3.78, -0.16, -0.08], [0.38, 0.81, -0.22], [0.80, 1.51, 0.98], [1.91, 2.28, 0.60], [2.18, 2.08, -0.67], [1.21, 1.31, -1.18], [0.92, -2.27, 0.22], [0.82, -2.29, 1.99], [1.43, -0.90, 1.10], [-1.30, -0.82, 1.85], [-1.34, -1.91, 0.55], [-1.82, -1.42, -1.80], [-1.32, -0.03, -2.50], [-0.08, -1.15, -2.07], [0.43, 1.36, 1.91], [2.33, 3.12, 1.03], [1.25, 1.10, -2.24]], "lumo_ev": -0.95, "gap_ev": 7.39, "smiles": "CC[C@@](C)(P=S)c1ccoc1", "de_lowest_kcal_mol": 26.9}

Entry 5:
{"formula": "BaF36P6", "method": "the ωB97M-V functional and the def2-TZVPD basis", "species": ["Ba", "P", "F", "F", "F", "F", "F", "F", "P", "F", "F", "F", "F", "F", "F", "P", "F", "F", "F", "F", "F", "F", "P", "F", "F", "F", "F", "F", "F", "P", "F", "F", "F", "F", "F", "F", "P", "F", "F", "F", "F", "F", "F"], "coordinates": [[-2.83, -6.75, 26.41], [0.94, -6.54, 31.28], [-0.05, -6.85, 30.01], [0.20, -7.54, 32.26], [1.82, -7.82, 30.82], [1.91, -6.12, 32.51], [1.64, -5.47, 30.21], [-0.04, -5.38, 31.80], [0.78, -4.58, 23.63], [0.76, -6.15, 23.98], [2.39, -4.61, 23.97], [1.04, -4.81, 22.05], [0.82, -3.00, 23.39], [-0.82, -4.70, 23.39], [0.62, -4.36, 25.30], [-1.81, -11.79, 25.07], [-2.42, -12.78, 23.88], [-0.90, -13.02, 25.59], [-0.69, -11.20, 24.05], [-1.33, -10.87, 26.32], [-2.66, -10.57, 24.44], [-3.08, -12.20, 26.00], [-4.65, -1.48, 27.09], [-3.86, -0.24, 27.84], [-3.45, -2.47, 27.49], [-5.33, -1.91, 28.50], [-5.37, -2.72, 26.37], [-5.76, -0.41, 26.63], [-3.91, -1.00, 25.66], [-7.02, -8.10, 29.46], [-8.54, -7.62, 29.38], [-6.71, -7.96, 27.91], [-6.48, -6.64, 29.92], [-5.46, -8.68, 29.61], [-7.25, -8.34, 31.02], [-7.52, -9.55, 29.06], [-7.13, -6.81, 22.07], [-8.29, -7.30, 21.00], [-6.78, -8.30, 22.61], [-6.10, -6.98, 20.81], [-5.99, -6.18, 23.04], [-7.61, -5.32, 21.57], [-8.31, -6.72, 23.23]], "total_charge": -4, "lumo_ev": 5.25, "gap_ev": 9.37, "de_lowest_kcal_mol": 84.4}

Entry 6:
{"formula": "C82H96N10O6Y", "method": "the ωB97M-V functional and the def2-TZVPD basis", "species": ["Y", "C", "C", "C", "C", "C", "O", "N", "C", "C", "C", "C", "C", "C", "C", "C", "C", "C", "C", "N", "C", "C", "C", "C", "C", "C", "C", "N", "C", "C", "C", "C", "C", "C", "N", "C", "C", "C", "C", "C", "C", "N", "C", "O", "C", "C", "C", "C", "C", "C", "C", "C", "C", "C", "C", "C", "N", "C", "O", "C", "C", "C", "C", "N", "C", "C", "C", "C", "C", "C", "N", "C", "O", "C", "C", "C", "C", "H", "H", "H", "H", "H", "H", "H", "H", "H", "H", "H", "H", "H", "H", "H", "H", "H", "H", "H", "H", "H", "H", "H", "H", "H", "H", "H", "H", "H", "H", "H", "H", "H", "H", "H", "H", "H", "H", "H", "H", "H", "H", "H", "H", "H", "H", "H", "H", "H", "H", "H", "H", "H", "H", "H", "H", "H", "H", "H", "H", "H", "H", "H", "H", "C", "C", "C", "C", "C", "C", "C", "C", "C", "C", "C", "C", "C", "C", "C", "C", "C", "H", "H", "H", "H", "H", "H", "H", "H", "H", "H", "H", "H", "H", "H", "H", "H", "H", "H", "H", "H", "H", "H", "H", "H", "H", "H", "H", "H", "H", "N", "N", "C", "O", "O", "H", "H", "H"], "coordinates": [[0.86, -0.64, 0.18], [6.81, 4.93, 0.92], [5.32, 4.80, 0.59], [4.63, 6.16, 0.81], [4.69, 3.74, 1.48], [5.15, 4.56, -0.92], [5.92, 5.08, -1.70], [4.03, 3.88, -1.29], [3.36, 3.99, -2.50], [3.82, 4.84, -3.51], [3.09, 5.08, -4.65], [1.86, 4.47, -4.82], [1.42, 3.58, -3.87], [2.15, 3.30, -2.71], [1.58, 2.25, -1.84], [1.14, 2.54, -0.54], [1.16, 3.85, 0.07], [0.54, 3.73, 1.27], [0.12, 2.36, 1.39], [0.51, 1.66, 0.30], [-0.63, 1.83, 2.45], [-1.08, 0.51, 2.59], [-1.90, 0.07, 3.70], [-2.23, -1.22, 3.46], [-1.63, -1.57, 2.19], [-1.94, -2.74, 1.49], [-1.66, -2.95, 0.14], [-0.88, -2.15, -0.64], [-1.07, -2.56, -1.93], [-0.50, -1.96, -3.07], [0.36, -0.84, -3.06], [1.13, -0.42, -4.20], [1.76, 0.73, -3.84], [1.33, 1.03, -2.50], [0.54, 0.02, -2.03], [-0.83, -2.55, -4.39], [-0.46, -3.86, -4.66], [-0.74, -4.45, -5.88], [-1.38, -3.71, -6.86], [-1.76, -2.40, -6.61], [-1.52, -1.81, -5.38], [-1.87, -0.49, -5.08], [-2.71, 0.50, -5.52], [-2.47, 1.63, -5.14], [-3.94, 0.21, -6.39], [-4.64, -1.09, -5.99], [-3.54, 0.24, -7.88], [-4.94, 1.36, -6.15], [-1.97, -3.68, -1.96], [-2.31, -3.94, -0.67], [-2.63, -3.84, 2.25], [-1.81, -4.65, 3.02], [-2.32, -5.70, 3.76], [-3.69, -5.94, 3.73], [-4.52, -5.14, 2.97], [-4.00, -4.09, 2.22], [-4.83, -3.33, 1.38], [-6.19, -3.33, 1.38], [-6.87, -3.80, 2.27], [-6.84, -2.78, 0.10], [-6.14, -1.56, -0.49], [-8.30, -2.43, 0.41], [-6.79, -3.95, -0.90], [-0.90, -0.52, 1.72], [-1.09, 2.78, 3.50], [-0.25, 3.17, 4.53], [-0.71, 4.02, 5.52], [-2.03, 4.44, 5.52], [-2.88, 4.05, 4.49], [-2.41, 3.26, 3.45], [-3.26, 2.83, 2.42], [-4.12, 3.47, 1.57], [-4.93, 2.79, 0.97], [-3.99, 4.98, 1.30], [-4.85, 5.79, 2.28], [-4.54, 5.21, -0.12], [-2.54, 5.45, 1.33], [6.94, 5.34, 1.92], [7.29, 5.59, 0.20], [7.28, 3.96, 0.88], [4.78, 6.50, 1.84], [3.56, 6.08, 0.62], [5.04, 6.91, 0.14], [5.01, 3.89, 2.51], [5.01, 2.75, 1.16], [3.60, 3.79, 1.46], [3.61, 3.23, -0.63], [4.78, 5.32, -3.38], [3.49, 5.75, -5.40], [1.27, 4.67, -5.70], [0.47, 3.08, -4.01], [1.57, 4.73, -0.38], [0.38, 4.50, 2.01], [-2.17, 0.67, 4.54], [-2.85, -1.87, 4.05], [1.21, -0.95, -5.13], [2.46, 1.29, -4.42], [0.06, -4.42, -3.90], [-0.46, -5.48, -6.06], [-1.59, -4.15, -7.82], [-2.22, -1.84, -7.40], [-1.27, -0.11, -4.34], [-4.04, -1.97, -6.16], [-5.56, -1.20, -6.57], [-4.91, -1.05, -4.94], [-2.48, 0.03, -8.03], [-3.72, 1.23, -8.30], [-4.13, -0.48, -8.45], [-5.28, 1.36, -5.12], [-5.79, 1.26, -6.81], [-4.46, 2.32, -6.34], [-2.32, -4.19, -2.84], [-2.96, -4.72, -0.31], [-0.75, -4.45, 3.03], [-1.67, -6.32, 4.35], [-4.11, -6.76, 4.30], [-5.58, -5.34, 2.96], [-4.35, -2.77, 0.70], [-6.03, -0.77, 0.25], [-6.74, -1.17, -1.30], [-5.16, -1.80, -0.89], [-8.35, -1.53, 1.02], [-8.77, -3.24, 0.97], [-8.86, -2.27, -0.50], [-5.76, -4.22, -1.11], [-7.28, -3.66, -1.83], [-7.30, -4.82, -0.49], [0.76, 2.80, 4.54], [-0.05, 4.33, 6.32], [-2.41, 5.06, 6.32], [-3.92, 4.34, 4.51], [-3.25, 1.83, 2.27], [-5.03, 6.78, 1.87], [-4.34, 5.92, 3.24], [-5.81, 5.31, 2.45], [-5.58, 4.89, -0.17], [-3.97, 4.63, -0.84], [-4.47, 6.26, -0.38], [-2.11, 5.40, 2.32], [-2.48, 6.49, 0.99], [-1.93, 4.85, 0.66], [4.34, -3.15, 1.50], [4.62, -1.86, 1.99], [3.40, -1.36, 2.55], [2.38, -2.29, 2.26], [2.99, -3.45, 1.68], [2.34, -4.81, 1.65], [1.92, -5.14, 3.09], [3.31, -5.90, 1.19], [1.10, -4.84, 0.74], [3.14, -0.24, 3.56], [4.28, -0.13, 4.59], [1.88, -0.54, 4.39], [2.92, 1.11, 2.88], [6.03, -1.30, 1.81], [6.07, 0.22, 1.59], [6.93, -1.70, 2.99], [6.67, -1.89, 0.53], [5.05, -3.82, 1.06], [1.40, -2.31, 2.70], [2.81, -5.14, 3.73], [1.43, -6.11, 3.17], [1.25, -4.37, 3.48], [4.17, -5.94, 1.85], [3.66, -5.72, 0.17], [2.82, -6.88, 1.21], [0.50, -3.95, 0.89], [0.48, -5.71, 0.93], [1.40, -4.87, -0.31], [4.48, -1.10, 5.03], [3.99, 0.56, 5.38], [5.19, 0.25, 4.14], [1.95, -1.52, 4.87], [0.98, -0.51, 3.79], [1.77, 0.21, 5.17], [3.66, 1.29, 2.11], [2.95, 1.92, 3.61], [1.94, 1.10, 2.39], [5.68, 0.78, 2.43], [5.49, 0.47, 0.70], [7.10, 0.54, 1.42], [6.59, -1.27, 3.92], [7.95, -1.36, 2.81], [6.94, -2.78, 3.10], [6.02, -1.71, -0.32], [6.85, -2.96, 0.62], [7.63, -1.41, 0.35], [2.43, -2.31, -1.00], [3.33, -1.44, -1.68], [3.64, -0.20, -1.04], [4.59, 0.43, -1.49], [2.89, 0.13, -0.08], [2.91, -2.86, -0.26], [2.02, -2.94, -1.69], [4.16, -1.88, -2.07]], "total_charge": -1, "lumo_ev": 0.57, "gap_ev": 4.47}

| no. | total energy (Eh) |
| --- | --- |
| 1 | -269.99996 |
| 2 | -1927.16335 |
| 3 | -482.89535 |
| 4 | -1126.12117 |
| 5 | -5670.20328 |
| 6 | -4220.01412 |